A 2-piece molecular cluster, CH2O2 overall. Source: the Open Molecules 2025 dataset; level of theory: the ωB97M-V functional and the def2-TZVPD basis.

Last columns: bonded neighbours and bond lengths (Å).
Element x y z (Å)
1 O -0.9791 0.3623 -0.4197  C2 1.310
2 C 0.2142 -0.1555 -0.2676  O1 1.310, O3 1.206, H5 1.148
3 O 1.2760 0.3577 -0.5214  C2 1.206
4 H -0.7429 0.6513 1.0357  no bonds
5 H 0.2317 -1.2158 0.1730  C2 1.148

Computed properties:
- frontier orbital gap (eV) = 8.8779
- relative energy (zero: lowest compared OMol25 entry of this formula, charge and spin) (kJ/mol) = 342.0
- total charge = 0

Electronic structure analysis, Löwdin charges in units of e: atom 1 (O): 0.003, atom 2 (C): -0.584, atom 3 (O): 0.044, atom 4 (H): 0.393, atom 5 (H): 0.144